Entry 1:
Density functional theory data (ωB97M-V/def2-TZVPD) for 2 unconnected molecules or ions with the total composition C6H14 at a distorted geometry.

SMILES ... C=CCC(C)C.[H][H]
HOMO-LUMO gap ... 0.3787 hartree
Spin multiplicity ... 1
ΔE to the lowest compared entry with this formula, charge and spin ... 2.534 eV
LUMO ... 1.24 eV

Atoms and positions in Å:
1 C 2.83823 0.27909 0.30980
2 C 1.63533 -0.29417 0.28806
3 C 0.34172 0.46779 0.45416
4 C -0.98472 -0.31046 0.36635
5 C -2.09885 0.53084 0.99872
6 C -1.39811 -0.73260 -1.04941
7 H 2.94865 1.36359 0.32543
8 H 1.93607 -0.04813 -1.55100
9 H 3.74580 -0.30715 0.21028
10 H 1.33554 -0.28883 -1.94202
11 H 1.55173 -1.37206 0.12613
12 H 0.29597 1.34779 -0.20704
13 H 0.43168 0.85992 1.47179
14 H -0.86778 -1.22297 0.96956
15 H -3.04785 -0.01692 1.01635
16 H -1.85005 0.81211 2.02849
17 H -2.26006 1.45632 0.42971
18 H -2.37883 -1.22622 -1.02573
19 H -1.48522 0.13540 -1.71630
20 H -0.68926 -1.43335 -1.50333

Mulliken population analysis, charges in e, atoms 1 to 2:
1. C -0.6335
2. C -0.5236

=====

Entry 2:
Density functional theory data (ωB97M-V/def2-TZVPD) for a gas-phase ion, C6H14BO3 (charge -1).

HOMO-LUMO gap ... 0.2510 hartree
Spin multiplicity ... 1
Total charge ... -1
ΔE to the lowest compared entry with this formula, charge and spin ... 0.232 eV
LUMO ... 3.41 eV

Atoms and positions in Å:
1 O 1.77794 -1.72818 0.85890
2 C 2.54498 -0.75626 0.17114
3 C 1.76494 0.14530 -0.79013
4 C 1.24841 1.47464 -0.21160
5 C -0.25352 1.56608 0.15406
6 C -0.99626 0.25726 0.30375
7 C -1.68359 -0.31348 -0.92572
8 O -2.39941 -1.39318 -0.41502
9 B -2.83906 -0.93125 0.98264
10 O -2.09651 0.36401 1.18086
11 H 1.28660 -2.24512 0.22257
12 H 3.35408 -1.24426 -0.38607
13 H 3.00328 -0.15391 0.95550
14 H 2.46141 0.37839 -1.60155
15 H 0.94949 -0.42192 -1.23687
16 H 1.46175 2.25952 -0.94058
17 H 1.85235 1.71736 0.66540
18 H -0.77054 2.19259 -0.57938
19 H -0.34695 2.09582 1.10448
20 H -0.35917 -0.55664 0.68273
21 H -1.01917 -0.59753 -1.75398
22 H -2.36906 0.46662 -1.30668
23 H -2.50797 -1.81147 1.80619
24 H -4.06402 -0.76440 1.05935

Mulliken population analysis, charges in e, atoms 1 to 2:
1. O -0.5290
2. C -0.6246

=====

Entry 3:
Density functional theory data (ωB97M-V/def2-TZVPD) for C6H14BO4P in the gas phase at a distorted geometry.

SMILES ... COB(O)[C@H]1C[C@H](P(C)O)CO1
HOMO-LUMO gap ... 0.3165 hartree
Spin multiplicity ... 1
LUMO ... 0.33 eV

Atoms and positions in Å:
1 C -2.69362 -1.70717 -0.85438
2 O -3.06854 -0.99054 0.31299
3 B -2.35681 0.23765 0.43928
4 O -2.89900 1.40380 -0.13396
5 C -0.99373 0.19862 1.26638
6 C 0.12796 -0.16166 0.19752
7 C 1.08598 1.06241 0.39444
8 P 2.79501 0.51251 -0.15869
9 C 2.51255 0.10863 -1.97795
10 O 3.13928 -1.01559 0.53540
11 C 0.84408 1.37071 1.88269
12 O -0.58841 1.38042 1.95898
13 H -1.65485 -2.07808 -0.82455
14 H -2.84146 -1.12104 -1.77889
15 H -3.33768 -2.59531 -0.90917
16 H -2.49078 1.55410 -0.98326
17 H -0.98786 -0.58602 2.04518
18 H 0.56660 -1.14889 0.37059
19 H -0.34968 -0.11505 -0.79680
20 H 0.88450 1.94434 -0.22663
21 H 2.31359 -0.97111 -2.07688
22 H 1.59774 0.63879 -2.29303
23 H 3.38234 0.40415 -2.56798
24 H 2.55702 -1.16458 1.27994
25 H 1.16747 0.56727 2.58082
26 H 1.28831 2.27163 2.31796

Mulliken population analysis, charges in e, atoms 1 to 2:
1. C -0.5800
2. O -0.5197

=====

Entry 4:
Density functional theory data (ωB97M-V/def2-TZVPD) for a molecular structure, C6H14Br2Si at a distorted geometry.

HOMO-LUMO gap ... 0.3321 hartree
Spin multiplicity ... 1
ΔE to the lowest compared entry with this formula, charge and spin ... 2.531 eV
LUMO ... -0.19 eV

Atoms and positions in Å:
1 C 3.66149 0.34468 -0.74426
2 C -2.01556 -2.09653 0.42390
3 C -2.85403 0.39813 0.31466
4 C -1.79359 -0.56233 -1.65383
5 C 2.83936 1.20660 0.35740
6 C -2.23223 -0.83954 -0.45513
7 Si 1.00392 0.82587 0.85279
8 Br 0.00380 2.50425 -0.20781
9 Br 0.71237 1.08644 2.96199
10 H 4.53135 0.93504 -0.98885
11 H 3.94585 -0.68747 -0.39306
12 H 3.21079 0.23175 -1.74129
13 H -2.87549 -2.64796 0.66472
14 H -1.19806 -2.65947 0.02390
15 H -1.65664 -1.64919 1.36951
16 H -2.91763 1.25848 -0.35523
17 H -2.19531 0.71558 1.10995
18 H -3.76311 0.09680 0.71224
19 H -1.85189 -1.33566 -2.41367
20 H -1.84485 0.43911 -2.05643
21 H 0.88136 -1.06303 0.96892
22 H 2.89821 2.27178 0.03537
23 H 3.50991 1.22668 1.21422

Mulliken population analysis, charges in e, atoms 1 to 2:
1. C -1.0915
2. C -1.1101